(1)
Below is one molecule with the formula C6H12NP at a distorted geometry, with properties calculated with wB97M-V/def2-TZVPD.

Structure (XYZ):
```
20
Properties=species:S:1:pos:R:3:forces:R:3
C 1.27882 1.60652 -0.00173 0.192 -5.593 -1.556
C 0.36888 0.36872 -0.38883 -3.945 2.476 -0.073
C -0.86671 0.94529 -1.37563 1.041 0.817 4.361
C -0.38187 1.42296 -2.60457 0.422 1.131 -0.203
N 0.10444 1.83410 -3.55284 0.296 0.157 -0.852
P -0.47000 -0.28365 1.16310 0.204 0.327 -0.551
C 0.98153 -1.20518 1.80132 1.517 3.495 -0.859
C -1.64285 -1.67615 0.63531 5.753 -1.513 -0.103
H 0.88571 2.07168 0.80618 -0.822 1.541 2.572
H 2.21611 1.07233 0.11055 0.600 0.891 0.587
H 1.27361 2.14894 -0.86054 0.502 2.163 -2.184
H 0.76049 -0.35922 -1.02415 1.469 -1.284 -0.606
H -1.50334 1.60810 -0.70470 1.172 0.267 -1.174
H -1.59812 0.26870 -1.59107 -1.624 -2.742 -0.558
H 1.87508 -0.60250 2.14916 -1.291 0.408 -0.393
H 1.46935 -1.73956 1.05889 0.338 -2.037 -1.271
H 0.71784 -1.62980 2.67408 -0.935 -2.463 2.660
H -2.35867 -1.28651 0.05892 -2.835 1.368 -2.344
H -2.03514 -2.01523 1.52840 -0.978 -0.868 1.837
H -1.07516 -2.54954 0.11815 -1.077 1.460 0.713
```
Forces are in eV/Å.

Energy = -631.84153 Ha
Energy relative to the best compared isomer or geometry (same formula, charge and spin) = 36.6 kJ/mol
Frontier orbital gap = 9.78 eV


(2)
Below is one molecule with the formula C5H10N2, with properties calculated with wB97M-V/def2-TZVPD.

Structure (XYZ):
```
17
Properties=species:S:1:pos:R:3:forces:R:3
C -2.27266 -0.08917 -0.08785 -0.190 -0.015 -0.028
C -1.46058 0.38028 -1.31104 -0.140 0.041 -0.053
N -0.14348 0.57425 -0.73164 0.151 -0.425 0.200
C 0.58117 -0.45845 -0.62279 -0.267 0.145 0.137
C 1.45136 -0.61189 0.57719 0.053 -0.125 -0.092
C 2.53913 0.32193 0.95013 0.390 0.060 -0.037
N 1.25548 0.38601 1.62252 -0.061 0.138 0.083
H -3.35331 -0.04824 -0.23072 0.018 -0.073 -0.178
H -2.03213 0.53399 0.78335 -0.025 -0.082 -0.275
H -1.97369 -1.11512 0.16187 -0.149 0.182 -0.039
H -1.48391 -0.38024 -2.11421 0.034 0.194 0.208
H -1.85350 1.32215 -1.70079 0.099 -0.085 0.012
H 0.42248 -1.35331 -1.24411 -0.095 0.035 0.152
H 1.47124 -1.63936 0.94161 0.189 0.152 -0.145
H 3.34844 -0.05546 1.56612 0.041 0.082 -0.109
H 2.80753 1.10578 0.24544 -0.090 -0.127 0.042
H 0.69645 1.12686 1.19493 0.042 -0.097 0.121
```
Forces are in eV/Å.

Energy = -305.94979 Ha
Energy relative to the best compared isomer or geometry (same formula, charge and spin) = 194.4 kJ/mol
Frontier orbital gap = 10.20 eV


(3)
Below is one molecule with the formula C5H7NO at a distorted geometry, with properties calculated with wB97M-V/def2-TZVPD.

Structure (XYZ):
```
14
Properties=species:S:1:pos:R:3:forces:R:3
C 0.38795 0.83909 -1.50760 0.032 0.044 -0.137
C -0.43032 0.47431 -0.27250 -0.109 0.083 -0.099
C -0.88093 -0.95241 -0.17404 0.069 -0.066 0.116
C -0.37899 -1.52838 0.91830 0.199 0.554 0.031
N 0.43132 -0.54340 1.64477 -0.209 -0.114 -0.289
C 0.43637 0.65342 0.95671 -0.019 0.104 -0.057
O 1.03827 1.66935 1.25437 -0.174 -0.676 0.207
H -0.23057 0.83448 -2.40793 0.087 0.002 0.056
H 1.21146 0.12848 -1.64048 -0.142 0.093 -0.008
H 0.81661 1.83444 -1.36162 -0.073 -0.117 -0.102
H -1.26722 1.17299 -0.15321 0.001 -0.063 -0.144
H -1.52015 -1.47223 -0.87956 0.124 0.179 0.086
H -0.61519 -2.58565 1.13116 0.765 0.903 0.711
H 1.00139 -0.52449 2.49162 -0.551 -0.926 -0.370
```
Forces are in eV/Å.

Energy = -324.71016 Ha
Energy relative to the best compared isomer or geometry (same formula, charge and spin) = 37.6 kJ/mol
Frontier orbital gap = 9.83 eV


(4)
Below is a 3-piece molecular cluster, CH11N8O overall at a distorted geometry, with properties calculated with wB97M-V/def2-TZVPD.

Structure (XYZ):
```
21
Properties=species:S:1:pos:R:3:forces:R:3
C -0.12200 -1.46066 -2.75027 1.638 -1.067 -0.245
N -1.02892 0.21714 1.31532 -1.297 0.974 1.622
N 0.50612 -2.38300 -1.91021 -1.676 0.865 3.405
N -1.02704 0.67537 -3.05867 1.013 0.047 2.702
N 1.71768 1.01389 2.01473 0.162 -1.076 -0.416
N -0.56612 -0.40761 -2.25480 -1.925 2.453 0.972
N 1.40261 1.22214 3.33368 0.104 0.328 -0.165
N -0.93007 1.39375 3.67274 4.074 0.098 -0.065
N 0.22812 1.43691 3.72898 -3.907 -0.062 0.037
O -0.18260 0.33635 0.27086 0.928 -0.933 -2.701
H 0.07542 -1.67295 -3.81309 -0.509 0.263 0.212
H 0.53392 -3.27138 -2.31066 0.197 -1.702 -0.622
H 0.08167 -2.46882 -0.87193 1.304 0.433 -3.343
H -1.74122 1.34550 -2.70486 0.881 -1.619 -0.135
H -1.08668 0.35501 -3.96096 -0.745 -0.193 -2.629
H 2.44626 1.58533 1.65784 0.834 1.040 0.341
H 0.93573 1.09867 1.40440 -1.059 -0.499 -0.762
H -1.15130 -0.70834 1.67470 -0.240 -0.576 -0.174
H 2.15964 1.19488 3.97376 0.327 0.050 1.060
H -0.35761 -0.26161 -0.64498 -0.377 1.815 1.345
H -1.89359 0.75944 1.23341 0.271 -0.639 -0.439
```
Forces are in eV/Å.

Energy = -557.47088 Ha
Energy relative to the best compared isomer or geometry (same formula, charge and spin) = 452.0 kJ/mol
Frontier orbital gap = 6.05 eV
Total charge = +1


(5)
Below is C2H7NO3S2 as an isolated structure at a distorted geometry, with properties calculated with wB97M-V/def2-TZVPD.

Structure (XYZ):
```
15
Properties=species:S:1:pos:R:3:forces:R:3
C 1.00645 -0.93723 -0.61876 2.089 1.472 0.136
C -0.77385 0.68143 -0.42398 -0.610 -0.837 -3.614
N 0.46501 0.27086 -0.01339 -0.243 -0.610 0.054
O -2.90819 0.00540 1.14342 0.517 -0.571 -0.147
O -2.99820 -0.72708 -1.30624 1.713 0.342 2.725
O -1.55923 -1.87128 0.41443 0.464 -0.031 -0.013
S -1.23079 2.16761 0.32795 -0.872 2.215 -1.336
S -2.11004 -0.66312 -0.10590 -2.635 0.416 -2.248
H 2.06025 -0.60327 -0.72782 -0.265 -0.572 -1.240
H 1.19024 -1.77139 0.05200 -1.246 -0.468 -0.053
H 0.44492 -1.09439 -1.57152 0.891 -0.395 0.877
H -0.89638 0.78958 -1.82728 0.280 -0.279 4.285
H -3.84990 0.12991 1.00578 -0.260 -0.008 -0.486
H 0.82684 0.62584 0.86649 -0.135 -0.292 -0.459
H -0.80996 1.80594 1.49091 0.313 -0.382 1.516
```
Forces are in eV/Å.

Energy = -1157.15908 Ha
Energy relative to the best compared isomer or geometry (same formula, charge and spin) = 234.6 kJ/mol
Frontier orbital gap = 9.68 eV


(6)
Below is C7H17BIO5S as an isolated structure at a distorted geometry, with properties calculated with wB97M-V/def2-TZVPD.

Structure (XYZ):
```
32
Properties=species:S:1:pos:R:3:forces:R:3
C -0.00517 2.47535 1.77674 0.117 0.011 -0.057
C -0.81064 1.44704 0.97273 -0.104 0.252 -0.043
C -0.22247 1.06298 -0.37716 -0.151 -0.120 0.204
I 1.72807 0.23426 -0.30003 0.159 -0.007 -0.124
S -0.30643 2.45137 -1.58610 -0.112 -0.276 -0.190
B 1.49368 3.20683 -1.93038 0.400 0.019 -0.171
O 2.22121 3.55008 -0.86075 -0.657 0.759 0.256
O 1.74267 3.38627 -3.21655 0.203 -0.210 0.169
C 1.54412 2.42275 -4.27089 -0.155 0.122 -0.075
H 0.97734 2.65504 1.33523 -0.009 -0.022 0.037
H 0.16149 2.13270 2.79495 -0.029 -0.002 0.010
H -0.52129 3.43331 1.83921 -0.009 -0.011 0.005
H -1.80958 1.84752 0.76930 -0.068 -0.155 0.049
H -0.96496 0.51776 1.52289 0.096 -0.032 -0.020
H -0.82412 0.29493 -0.85383 -0.056 0.030 -0.028
H -0.73584 3.44652 -0.79192 0.094 0.023 0.145
H 2.58090 4.45145 -0.81701 0.288 -0.420 -0.162
H 1.07603 2.92489 -5.11090 0.004 0.036 0.001
H 2.52480 2.05090 -4.55303 -0.013 -0.016 -0.011
H 0.91978 1.59254 -3.93743 -0.005 0.021 -0.005
C -3.12233 -4.43458 1.26401 0.004 -0.035 -0.006
O -1.73679 -4.73773 1.04559 -0.013 0.013 0.024
C -0.89163 -3.79160 1.42507 0.084 0.025 -0.099
O -1.18693 -2.72000 1.89957 -0.034 0.041 -0.038
O 0.35127 -4.20624 1.17642 -0.088 -0.040 0.129
C 1.36379 -3.30418 1.63019 -0.067 0.010 0.042
H -3.66499 -5.30218 0.90489 -0.008 0.003 0.002
H -3.31333 -4.27667 2.32309 0.006 0.009 0.003
H -3.41002 -3.54641 0.70505 0.004 0.007 0.001
H 1.35125 -3.22751 2.71644 -0.010 -0.045 0.007
H 1.18169 -2.31821 1.21048 0.143 -0.004 -0.005
H 2.30844 -3.71920 1.29413 -0.015 0.015 -0.046
```
Forces are in eV/Å.

Energy = -1373.67173 Ha
Frontier orbital gap = 9.14 eV
Total charge = +1


(7)
Below is C18H21BrFeN2O5Se4 as an isolated structure at a distorted geometry, with properties calculated with wB97M-V/def2-TZVPD.

Structure (XYZ):
```
52
Properties=species:S:1:pos:R:3:forces:R:3
Fe 0.78361 -10.36542 18.79512 -0.334 0.091 1.482
N 1.83024 -11.27418 20.64335 0.912 0.493 -1.130
C 3.24915 -10.87516 20.53002 0.456 -0.137 0.848
C 3.77251 -11.26581 19.15525 -0.596 -0.873 0.246
N 2.74386 -10.85723 18.16047 1.920 1.809 -1.217
H 1.43075 -11.02899 21.51331 -0.604 0.574 1.028
H 1.68149 -12.27419 20.60468 0.169 -0.474 -0.227
H 3.90294 -11.34797 21.33292 -0.635 0.599 -0.779
H 3.32377 -9.77496 20.59634 -0.244 -0.365 0.328
H 3.84741 -12.37287 19.17791 0.005 0.450 -0.454
H 4.79104 -10.85971 18.97130 -0.744 -0.082 -0.035
H 2.39456 -11.68595 17.64670 0.512 -0.063 -0.466
H 3.15091 -10.11402 17.48720 -1.304 -1.869 1.099
C 2.10645 -5.15192 16.67351 1.042 -1.948 -2.346
O 0.75058 -4.89873 16.80871 -0.213 0.408 1.074
C 0.04783 -5.58062 17.83370 2.701 -0.493 -2.000
C -1.19212 -5.02982 18.09118 -0.274 -1.677 0.107
C -1.94406 -5.89486 18.84013 -1.494 -0.510 2.113
C -1.52703 -7.10253 19.42867 -0.241 0.344 1.330
C -2.32132 -7.71987 20.62712 -0.429 0.656 -1.611
C -2.51994 -9.21899 20.68994 -2.063 1.163 -0.258
O -2.85226 -7.01918 21.48047 0.511 -0.117 -0.648
C -0.20327 -7.58671 19.23771 -0.634 2.918 -1.388
O 0.21331 -8.56752 19.90008 1.481 -2.844 0.008
C 0.60648 -6.77659 18.33013 -2.319 0.230 0.699
H 2.32563 -6.21073 16.38212 -0.614 0.420 -0.354
H 2.77215 -5.12803 17.49704 0.108 1.006 1.697
H 2.54729 -4.56148 15.84387 -0.611 0.054 0.542
H -1.66467 -4.22897 17.55684 0.399 0.430 -0.095
H -2.94299 -5.59292 19.16042 0.012 0.053 -0.220
H -3.47538 -9.35044 21.25092 0.481 -0.120 -0.656
H -1.79331 -9.54037 21.34919 1.796 -1.214 1.137
H -2.49720 -9.77179 19.74720 0.155 0.228 0.200
H 1.50272 -7.22111 17.94817 0.461 0.170 -0.037
Se -0.28754 -13.03633 18.49952 -0.460 0.532 0.215
Se 1.39803 -13.77349 17.13404 0.496 -0.235 -0.276
Se -0.98922 -12.69266 21.95597 -0.448 0.708 0.841
Se -0.18372 -14.27957 20.57650 0.600 -0.424 -0.812
Br -0.19726 -7.13268 11.18440 -0.139 -0.528 0.626
C -0.88158 -8.02181 12.77747 0.279 -0.282 0.084
C -2.23719 -8.09395 12.95121 -0.176 0.159 -0.127
C -2.74988 -8.49576 14.19112 -1.967 0.236 -0.977
C -1.90302 -8.82781 15.19261 1.832 -0.521 1.051
C -0.50372 -8.90386 14.99276 -2.692 -0.072 -0.775
C -0.04566 -8.52470 13.75977 1.327 1.353 0.008
C 0.42338 -9.33828 16.07225 1.567 1.340 -0.952
O 1.63318 -9.11019 15.82414 -0.685 -0.725 1.076
O -0.13844 -9.78070 17.10444 0.075 -0.461 0.536
H -2.82597 -7.76687 12.12034 -0.713 0.079 -0.092
H -3.86763 -8.54084 14.34914 1.412 0.219 -0.199
H -2.19634 -8.99927 16.20317 -0.629 -0.346 0.441
H 1.01251 -8.34914 13.77980 0.553 -0.340 -0.686
```
Forces are in eV/Å.

Energy = -14627.81616 Ha
Energy relative to the best compared isomer or geometry (same formula, charge and spin) = 36.1 kJ/mol
Spin multiplicity = 5
Frontier orbital gap (alpha / beta) = 4.72 / 4.75 eV
Total charge = -2


(8)
Below is C31H37N4O2PRhSSi as an isolated structure at a distorted geometry, with properties calculated with wB97M-V/def2-TZVPD.

Structure (XYZ):
```
78
Properties=species:S:1:pos:R:3:forces:R:3
Rh -0.06249 -0.38294 -0.01257 -0.024 -0.362 0.383
C 2.62348 -2.19088 1.73702 -0.007 0.194 -0.333
Si 2.90209 -1.27649 0.11282 0.354 -1.038 -0.092
C 4.76293 -1.24047 -0.16874 -0.281 0.303 0.032
C 2.10187 -2.02556 -1.44236 0.174 0.144 0.381
N 2.01458 0.24476 0.24177 -0.043 0.502 0.090
C 2.41924 1.48441 0.47864 -0.153 -0.242 -0.104
C 3.77358 1.85226 0.72565 0.120 0.139 0.050
C 4.11413 3.15224 0.98633 0.188 -0.099 0.006
C 3.13706 4.15300 1.01203 -0.085 -0.073 -0.024
C 1.80249 3.84541 0.77046 -0.088 0.065 0.006
C 1.44800 2.54265 0.50093 -0.035 -0.024 -0.014
O 0.17291 2.13667 0.22714 0.153 0.277 0.118
C -0.82073 3.12406 0.22574 -0.178 0.240 -0.048
C -1.06567 3.82693 -0.94169 0.098 -0.136 -0.035
C -2.04557 4.80850 -0.93976 -0.028 0.001 0.023
C -2.77308 5.06279 0.21508 -0.065 0.033 0.031
C -2.51274 4.35072 1.37838 -0.030 0.033 -0.050
C -1.52183 3.37926 1.39107 0.134 -0.169 0.012
H 2.80760 -3.25827 1.59533 0.015 -0.002 0.002
H 1.61314 -2.07328 2.12150 -0.015 -0.030 -0.006
H 3.32807 -1.82498 2.48722 0.023 0.004 -0.026
H 5.07455 -2.24322 -0.46979 -0.049 -0.025 -0.007
H 5.30513 -0.99446 0.74605 0.031 -0.010 -0.027
H 5.06675 -0.54912 -0.95702 0.021 -0.034 -0.016
H 2.01031 -3.10945 -1.36442 -0.035 -0.003 0.019
H 2.70442 -1.79544 -2.32311 0.015 0.035 0.009
H 1.09470 -1.62941 -1.63557 0.001 -0.124 -0.107
H 4.52955 1.08082 0.71268 -0.027 0.027 -0.002
H 5.14850 3.40687 1.17354 -0.015 0.007 0.009
H 3.41596 5.17706 1.21738 0.000 0.003 0.003
H 1.05185 4.62273 0.78771 0.018 0.000 0.000
H -0.49115 3.60350 -1.83236 0.008 0.021 0.016
H -2.23783 5.37970 -1.83800 -0.014 -0.040 -0.016
H -3.54399 5.82188 0.21215 0.025 0.006 -0.007
H -3.07081 4.56526 2.28015 0.011 -0.028 0.003
H -1.27109 2.83488 2.29371 -0.043 -0.006 0.002
C -5.27866 0.90909 0.39027 0.102 -0.064 -0.048
N -4.97296 0.98055 -1.03621 -0.182 0.052 -0.032
C -5.33116 -0.28926 -1.66132 0.103 -0.003 0.037
N -4.64388 -1.42198 -1.05360 -0.193 -0.112 -0.058
C -4.94746 -1.45182 0.37490 0.110 0.089 -0.067
N -4.60716 -0.20321 1.05084 -0.238 -0.016 0.244
C -3.17629 -0.00373 1.13534 0.252 -0.003 -0.245
P -2.36639 0.10739 -0.56455 -1.320 -0.336 0.155
C -3.60095 1.35569 -1.29297 0.491 0.048 -0.039
C -3.21940 -1.39235 -1.30986 0.312 0.065 -0.064
H -6.35613 0.77937 0.50320 0.006 0.003 -0.014
H -4.98470 1.84385 0.87199 -0.010 0.008 -0.012
H -5.08958 -0.24678 -2.72478 -0.016 -0.009 0.001
H -6.40659 -0.43656 -1.55091 0.006 0.015 0.002
H -4.39489 -2.26905 0.84224 -0.035 -0.023 -0.002
H -6.01752 -1.62855 0.49361 0.006 -0.002 0.007
H -2.71955 -0.83754 1.67274 0.025 0.032 -0.015
H -2.97378 0.91605 1.68503 0.054 0.046 0.044
H -3.43050 1.39500 -2.37147 0.019 0.074 0.014
H -3.41085 2.34435 -0.87754 0.069 0.044 0.017
H -2.74639 -2.28955 -0.90920 0.020 0.023 0.008
H -3.04939 -1.36970 -2.38987 0.032 -0.052 0.010
C -4.93314 -8.32081 1.04226 -0.342 0.049 0.062
C -4.11516 -8.83582 2.18572 0.466 -0.020 -0.182
O -4.49408 -9.09883 3.27929 -0.095 -0.057 -0.022
S -2.32691 -9.13312 1.70656 -0.104 0.041 0.183
C -1.88578 -7.43849 1.45268 -0.064 -0.049 0.032
C -1.13259 -7.07979 0.33480 -0.023 -0.029 0.046
C -0.77578 -5.76168 0.13557 0.050 0.055 0.001
C -1.16738 -4.76988 1.04632 -0.062 -0.209 0.019
C -1.90693 -5.14528 2.17703 0.002 0.057 0.025
C -2.25480 -6.46426 2.38371 0.082 0.028 -0.078
C -0.83509 -3.41241 0.81714 -0.067 0.148 0.028
C -0.58072 -2.22674 0.62058 0.322 0.509 -0.282
H -5.94730 -8.10419 1.37552 0.041 -0.001 0.012
H -4.95498 -9.08742 0.26725 0.014 0.009 -0.013
H -4.47895 -7.42870 0.61375 0.049 -0.016 -0.007
H -0.83836 -7.84033 -0.37608 -0.025 0.010 -0.019
H -0.19790 -5.48230 -0.73568 -0.011 0.015 0.001
H -2.18986 -4.39203 2.90099 0.000 0.015 -0.026
H -2.79440 -6.74535 3.27837 -0.025 -0.020 -0.007
```
Forces are in eV/Å.

Energy = -2712.24106 Ha
Energy relative to the best compared isomer or geometry (same formula, charge and spin) = 39.4 kJ/mol
Spin multiplicity = 5
Frontier orbital gap (alpha / beta) = 8.45 / 5.39 eV
Total charge = +1